{"formula": "C69H97N11O2S", "method": "wB97M-V/def2-TZVPD", "smiles": "CCNc1ccc2c(c1)Sc1cc(CCCCCCCCCCCOC)cc(OC[C@H](C)CC(C)C)c1N2.c1cc[nH]c1.c1cc[nH]c1.c1cc[nH]c1.c1cc[nH]c1.c1cc[nH]c1.c1cc[nH]c1.c1cc[nH]c1.c1cc[nH]c1.c1cc[nH]c1", "charge": 0, "gap_ha": 0.3122, "spin_multiplicity": 1, "species": ["C", "C", "N", "C", "C", "C", "C", "C", "C", "S", "C", "C", "C", "C", "C", "C", "C", "C", "C", "C", "C", "C", "C", "C", "O", "C", "C", "C", "O", "C", "C", "C", "C", "C", "C", "C", "C", "N", "H", "H", "H", "H", "H", "H", "H", "H", "H", "H", "H", "H", "H", "H", "H", "H", "H", "H", "H", "H", "H", "H", "H", "H", "H", "H", "H", "H", "H", "H", "H", "H", "H", "H", "H", "H", "H", "H", "H", "H", "H", "H", "H", "H", "H", "H", "H", "H", "H", "H", "H", "H", "C", "C", "C", "N", "C", "H", "H", "H", "H", "H", "C", "C", "C", "N", "C", "H", "H", "H", "H", "H", "C", "C", "C", "N", "C", "H", "H", "H", "H", "H", "C", "C", "C", "N", "C", "H", "H", "H", "H", "H", "C", "C", "C", "N", "C", "H", "H", "H", "H", "H", "C", "C", "C", "N", "C", "H", "H", "H", "H", "H", "C", "C", "C", "N", "C", "H", "H", "H", "H", "H", "C", "C", "C", "N", "C", "H", "H", "H", "H", "H", "C", "C", "C", "N", "C", "H", "H", "H", "H", "H"], "positions_angstrom": [[3.3721, -1.6307, 2.9253], [4.3041, -1.1804, 4.0411], [3.7902, -0.0766, 4.8633], [3.5989, 1.1502, 4.1544], [4.5701, 1.6425, 3.2765], [4.3735, 2.8263, 2.5745], [3.1929, 3.5400, 2.7561], [2.2259, 3.0484, 3.6384], [2.4094, 1.8640, 4.3415], [0.7399, 4.0063, 3.7966], [0.5372, 4.4590, 2.0882], [-0.7210, 4.4681, 1.4985], [-0.8222, 4.8058, 0.1493], [-2.1445, 4.8072, -0.5837], [-3.3352, 5.1967, 0.3099], [-4.5099, 5.7714, -0.4699], [-5.1048, 4.8004, -1.5074], [-6.6248, 4.5496, -1.3388], [-6.9911, 3.1151, -0.9209], [-8.1633, 2.5550, -1.7262], [-8.7008, 1.2411, -1.1679], [-9.3368, 1.3979, 0.2375], [-10.7510, 0.8126, 0.3324], [-10.7612, -0.5350, 1.0389], [-10.6887, -0.3349, 2.4321], [-11.1284, -1.4688, 3.1461], [0.3443, 5.1124, -0.5612], [1.6006, 5.0963, 0.0324], [2.7324, 5.3853, -0.6771], [3.1021, 4.3497, -1.5895], [4.3430, 3.5983, -1.1454], [5.5131, 4.5408, -0.8748], [4.6908, 2.6020, -2.2862], [5.1012, 1.2056, -1.8116], [6.1632, 1.2372, -0.7144], [5.6322, 0.3933, -3.0339], [1.7063, 4.7744, 1.3859], [2.9790, 4.7739, 2.0507], [3.9000, -2.2522, 2.2046], [2.5641, -2.2477, 3.3148], [2.9194, -0.8024, 2.3841], [5.3017, -0.9741, 3.6719], [4.4251, -2.0242, 4.7215], [2.8594, -0.3510, 5.1562], [5.4859, 1.0955, 3.1188], [5.1054, 3.2095, 1.8823], [1.6482, 1.5033, 5.0166], [-1.6009, 4.2215, 2.0690], [-2.0921, 5.4194, -1.4799], [-2.3105, 3.7794, -0.9124], [-2.9891, 5.9658, 0.9999], [-3.6542, 4.3334, 0.8893], [-4.1912, 6.6824, -0.9772], [-5.2760, 6.0669, 0.2442], [-4.6108, 3.8348, -1.4318], [-4.9677, 5.1894, -2.5116], [-7.0423, 5.2340, -0.6028], [-7.1364, 4.7618, -2.2756], [-6.1531, 2.4388, -1.0931], [-7.2160, 3.0687, 0.1437], [-7.7876, 2.3590, -2.7323], [-8.9777, 3.2765, -1.7893], [-9.4710, 0.8978, -1.8559], [-7.9167, 0.4863, -1.1288], [-9.3546, 2.4540, 0.5010], [-8.6810, 0.9174, 0.9606], [-11.2023, 0.6954, -0.6493], [-11.3886, 1.4755, 0.9151], [-11.6923, -1.0558, 0.7839], [-9.9197, -1.1397, 0.6836], [-10.8733, -1.3176, 4.1889], [-10.6495, -2.3784, 2.7754], [-12.2105, -1.5895, 3.0456], [0.2628, 5.3540, -1.6130], [2.3035, 3.6158, -1.6990], [3.2701, 4.7782, -2.5791], [4.1217, 2.9841, -0.2765], [5.1994, 5.4805, -0.4287], [6.0948, 4.7322, -1.7722], [6.1982, 4.0793, -0.1629], [3.7840, 2.4657, -2.8832], [5.4430, 3.0177, -2.9533], [4.2259, 0.6928, -1.4143], [5.7493, 1.5069, 0.2550], [6.5730, 0.2328, -0.6043], [6.9899, 1.9003, -0.9609], [5.6194, 1.0195, -3.9204], [6.6606, 0.1142, -2.8273], [5.0196, -0.4873, -3.1958], [2.9306, 5.5048, 2.7608], [5.9357, 5.1342, 4.7606], [7.2216, 5.5021, 4.2777], [7.8355, 6.2276, 5.2631], [6.9703, 6.3142, 6.3200], [5.8116, 5.6491, 6.0228], [5.1906, 4.5581, 4.2403], [7.6455, 5.2608, 3.3171], [8.8079, 6.6875, 5.3030], [7.1565, 6.7932, 7.1807], [5.0021, 5.5992, 6.7310], [7.5283, -2.1702, -5.3650], [8.8080, -1.6823, -5.7466], [9.6677, -1.9402, -4.7128], [8.9555, -2.5639, -3.7202], [7.6524, -2.7086, -4.1132], [6.6214, -2.1286, -5.9443], [9.0664, -1.1976, -6.6729], [10.7185, -1.7342, -4.5960], [9.3303, -2.8654, -2.8398], [6.9294, -3.1789, -3.4693], [-11.3031, -1.3786, -4.5008], [-11.2709, -1.2963, -3.0816], [-12.4966, -0.8435, -2.6719], [-13.2653, -0.6471, -3.7861], [-12.5467, -0.9727, -4.9042], [-10.5049, -1.6993, -5.1486], [-10.4427, -1.5423, -2.4373], [-12.8862, -0.6478, -1.6872], [-14.2112, -0.3146, -3.7834], [-12.9798, -0.8882, -5.8859], [-14.7810, -4.4992, -0.1279], [-13.4569, -4.1857, -0.5425], [-12.6423, -4.3367, 0.5487], [-13.4229, -4.7283, 1.6041], [-14.7260, -4.8306, 1.1997], [-15.6700, -4.4827, -0.7355], [-13.1389, -3.8823, -1.5270], [-11.5797, -4.2014, 0.6643], [-13.0902, -4.9113, 2.5326], [-15.4981, -5.1297, 1.8873], [0.2884, 4.5372, 7.9965], [-0.0316, 5.4664, 6.9684], [-0.4312, 6.6245, 7.5794], [-0.3668, 6.4305, 8.9334], [0.0727, 5.1619, 9.1958], [0.6381, 3.5260, 7.8686], [0.0291, 5.2973, 5.9046], [-0.7536, 7.5660, 7.1692], [-0.6063, 7.1135, 9.6270], [0.1939, 4.8148, 10.2076], [-9.2054, -8.1099, -0.6051], [-9.7162, -8.2857, -1.9192], [-10.9519, -7.6948, -1.9578], [-11.2074, -7.1728, -0.7215], [-10.1489, -7.4182, 0.1079], [-8.2557, -8.4508, -0.2281], [-9.2321, -8.7867, -2.7405], [-11.6673, -7.6014, -2.7566], [-12.0447, -6.6795, -0.4606], [-10.1564, -7.0814, 1.1306], [13.8108, -5.2355, -5.5874], [13.2710, -5.2377, -6.9033], [11.9908, -4.7532, -6.8193], [11.7369, -4.4635, -5.5094], [12.8399, -4.7501, -4.7519], [14.7968, -5.5514, -5.2909], [13.7661, -5.5556, -7.8061], [11.2422, -4.5929, -7.5764], [10.8702, -4.0945, -5.1577], [12.8405, -4.5860, -3.6878], [8.8539, -4.2638, 6.4207], [8.3752, -4.4550, 5.0960], [7.1461, -3.8573, 5.0172], [6.8635, -3.3151, 6.2411], [7.8996, -3.5559, 7.1007], [9.7913, -4.6056, 6.8259], [8.8767, -4.9711, 4.2947], [6.4514, -3.7709, 4.1991], [6.0250, -2.8157, 6.4732], [7.8695, -3.2040, 8.1174], [10.1239, -8.9393, -9.3760], [9.2319, -9.1631, -8.2927], [9.7943, -8.5957, -7.1797], [10.9885, -8.0418, -7.5474], [11.1962, -8.2435, -8.8826], [9.9927, -9.2520, -10.3983], [8.2874, -9.6796, -8.3274], [9.4474, -8.5390, -6.1622], [11.6184, -7.5550, -6.9327], [12.0851, -7.8763, -9.3661]], "forces_ev_per_angstrom": [[-0.1, -0.1, -0.2], [-0.1, -0.4, 0.4], [-0.4, 0.4, -0.8], [0.1, -0.1, 0.1], [-0.1, 0.1, -0.1], [-0.7, -0.2, 0.4], [0.2, -0.3, 0.0], [0.0, 0.2, -0.2], [0.6, 0.3, -0.4], [-0.1, -0.2, -0.1], [0.3, -0.1, 0.1], [0.3, 0.2, -0.4], [0.4, 0.3, -0.3], [-0.2, -0.6, 0.7], [0.4, 0.5, -0.4], [0.1, -0.3, -0.2], [-0.8, 0.2, 0.4], [0.2, -0.4, 0.1], [-0.2, 0.0, -0.2], [0.5, -0.4, 0.2], [-0.4, 0.4, 0.3], [0.1, 0.0, -0.6], [0.4, -0.1, 0.6], [-0.5, 0.3, -0.5], [0.1, -0.1, 0.1], [0.1, 0.2, -0.2], [-0.3, -0.1, 0.1], [-0.1, -0.2, 0.4], [-0.3, -0.1, -0.2], [0.2, -0.2, 0.0], [0.5, -0.1, -1.0], [0.1, -0.2, 0.6], [-0.8, -0.1, 0.7], [0.6, 0.0, -0.6], [-0.1, -0.4, 0.0], [-0.3, 0.5, 0.8], [-0.3, 0.1, -0.1], [-0.2, -0.1, 0.2], [0.1, 0.0, -0.1], [-0.1, 0.0, 0.1], [0.1, 0.2, 0.0], [0.1, 0.3, 0.0], [0.1, -0.1, 0.1], [0.1, -0.1, 0.4], [0.1, -0.1, 0.1], [0.2, 0.1, 0.0], [-0.1, -0.1, 0.0], [-0.1, -0.1, 0.2], [0.0, 0.2, 0.0], [0.0, 0.0, -0.3], [0.0, 0.0, 0.2], [-0.1, -0.1, 0.2], [0.1, 0.1, 0.1], [-0.1, 0.1, 0.0], [0.2, -0.1, -0.2], [0.4, -0.1, -0.1], [0.0, 0.2, 0.0], [0.0, 0.1, -0.1], [0.2, 0.0, 0.1], [0.0, 0.0, 0.1], [-0.2, 0.2, -0.2], [-0.1, 0.1, 0.0], [0.0, -0.3, -0.1], [0.1, -0.1, -0.2], [0.0, 0.1, 0.0], [-0.1, 0.0, 0.3], [0.0, 0.1, -0.2], [-0.2, 0.0, 0.0], [0.0, -0.2, 0.1], [0.1, -0.2, 0.1], [0.0, 0.0, 0.1], [0.1, -0.1, 0.0], [-0.1, 0.0, 0.0], [0.1, 0.1, -0.1], [-0.3, 0.1, 0.0], [0.1, 0.3, 0.0], [-0.2, 0.2, 0.4], [-0.1, 0.1, 0.0], [-0.1, 0.2, -0.2], [0.1, 0.0, 0.0], [0.0, 0.0, -0.3], [0.2, 0.1, 0.0], [-0.2, 0.1, 0.1], [0.0, 0.2, 0.1], [0.1, -0.1, 0.1], [0.1, 0.1, 0.0], [0.0, -0.1, -0.3], [0.1, -0.3, -0.3], [0.1, -0.2, -0.2], [0.2, 0.2, -0.1], [0.0, 0.0, 0.0], [0.0, 0.0, 0.0], [0.0, 0.0, 0.0], [0.0, 0.0, 0.0], [0.0, 0.0, 0.0], [0.0, 0.0, 0.0], [0.0, 0.0, 0.0], [0.0, 0.0, 0.0], [0.0, 0.0, 0.0], [0.0, 0.0, 0.0], [0.0, 0.0, 0.0], [0.0, 0.0, 0.0], [0.1, 0.0, 0.1], [0.0, 0.0, -0.1], [0.0, 0.0, 0.0], [0.0, 0.0, 0.0], [0.0, 0.0, 0.0], [0.0, 0.1, 0.0], [0.0, 0.0, 0.0], [0.0, 0.0, 0.0], [0.0, 0.0, 0.0], [0.0, 0.0, 0.0], [0.0, 0.0, 0.0], [0.0, 0.0, 0.0], [0.0, 0.0, 0.0], [0.0, 0.0, 0.0], [0.0, 0.0, 0.0], [0.0, 0.0, 0.0], [0.0, 0.0, 0.0], [0.0, 0.0, 0.0], [0.0, 0.0, 0.0], [0.0, 0.0, -0.1], [0.1, 0.0, 0.1], [0.0, 0.0, 0.0], [0.0, 0.0, 0.0], [0.0, 0.0, 0.0], [0.0, 0.0, 0.0], [0.0, 0.0, 0.0], [0.0, 0.0, 0.0], [0.0, 0.0, 0.0], [0.0, 0.0, 0.0], [0.0, 0.0, 0.0], [0.0, 0.0, 0.0], [0.0, 0.0, 0.0], [0.0, 0.0, 0.0], [0.0, 0.0, 0.0], [0.0, 0.1, 0.2], [0.0, 0.0, 0.0], [0.0, 0.0, 0.0], [0.0, 0.0, 0.0], [0.0, 0.0, 0.0], [0.0, 0.0, 0.0], [0.0, 0.0, 0.0], [0.0, 0.0, 0.0], [-0.1, 0.0, 0.0], [0.0, 0.0, 0.0], [0.0, 0.0, 0.0], [0.0, 0.0, 0.0], [0.0, 0.1, 0.0], [0.0, 0.0, 0.0], [0.0, 0.0, 0.0], [0.0, -0.1, 0.0], [-0.1, 0.0, 0.0], [0.1, -0.1, 0.0], [-0.1, 0.0, 0.0], [0.0, 0.0, 0.0], [0.0, 0.0, 0.0], [0.0, 0.0, 0.0], [0.0, 0.1, -0.1], [0.0, 0.0, 0.0], [0.0, 0.0, 0.0], [0.0, 0.0, 0.0], [-0.1, 0.0, 0.0], [0.0, 0.0, 0.0], [0.0, 0.0, 0.0], [0.0, 0.0, 0.0], [0.0, 0.0, 0.0], [0.0, 0.0, 0.0], [0.0, 0.0, 0.0], [0.0, 0.0, 0.0], [0.0, 0.0, 0.0], [0.0, 0.0, 0.0], [0.0, 0.0, 0.0], [0.0, 0.0, 0.0], [0.0, 0.0, 0.0], [0.0, 0.0, 0.0], [0.0, 0.0, 0.0], [0.0, 0.0, 0.0], [0.0, 0.1, 0.0], [0.0, 0.0, 0.0]]}